Record 1
# C28H31BaBrO4

A molecular structure, C28H31BaBrO4 at a distorted geometry (ωB97M-V/def2-TZVPD, the Open Molecules 2025 dataset).

Summary:
multiplicity: 1
Kohn-Sham gap: 6.5 eV
HOMO energy: -0.25717 Ha
total energy: -3986.06538 hartree

Last column: Löwdin charge in e.
Atoms and positions in Å:
Ba -0.202 -1.224 1.149  2.07
O 1.768 -3.133 1.338  -0.15
C 1.349 -3.382 2.734  -0.34
C 1.499 -1.920 3.524  -0.63
O 1.330 -2.043 4.783  0.00
O 1.655 -0.942 2.750  -0.29
C -0.138 -3.743 2.655  -0.32
C -1.009 -3.505 3.742  -0.04
C -2.338 -3.933 3.752  -0.07
C -2.848 -4.692 2.706  -0.08
C -2.017 -4.861 1.591  -0.06
C -0.678 -4.403 1.559  -0.10
C 2.149 -4.384 3.479  -0.16
C 3.391 -4.072 3.949  -0.05
C 4.121 -4.918 4.734  -0.06
C 3.582 -6.207 4.968  -0.08
C 2.270 -6.513 4.631  -0.06
C 1.531 -5.557 3.934  0.01
H 2.733 -3.189 1.326  0.11
H -0.620 -3.071 4.668  0.12
H -3.025 -3.579 4.545  0.12
H -3.736 -5.347 2.856  0.12
H -2.370 -5.418 0.730  0.11
H -0.153 -4.516 0.630  0.11
H 3.921 -3.157 3.643  0.14
H 5.114 -4.701 5.132  0.11
H 4.261 -6.903 5.492  0.11
H 1.842 -7.372 5.111  0.10
H 0.545 -5.801 3.727  0.09
C 0.255 5.274 -4.851  -0.06
C 1.098 4.917 -3.599  -0.54
C 2.576 4.592 -3.970  -0.08
C 1.170 6.197 -2.717  -0.06
C 0.562 3.716 -2.814  -0.17
C 1.437 3.013 -1.901  -0.08
C 0.931 2.060 -1.093  -0.60
Br 2.053 1.173 0.134  0.79
C -0.419 1.654 -1.068  -0.48
O -0.825 0.655 -0.393  -0.45
C -1.284 2.319 -1.970  -0.10
C -0.714 3.261 -2.833  -0.02
C -2.818 2.136 -2.103  -0.51
C -3.458 1.041 -1.230  -0.09
C -3.206 1.800 -3.560  -0.06
C -3.466 3.517 -1.684  -0.04
H 0.851 6.040 -5.329  0.06
H -0.701 5.787 -4.613  0.09
H 0.068 4.478 -5.582  0.09
H 3.097 5.364 -4.588  0.09
H 2.661 3.657 -4.521  0.09
H 3.201 4.588 -3.040  0.07
H 1.332 7.099 -3.385  0.09
H 2.070 6.135 -2.002  0.10
H 0.197 6.376 -2.234  0.08
H 2.515 3.167 -1.938  0.09
H -1.458 3.709 -3.538  0.11
H -3.269 0.035 -1.603  0.07
H -4.559 1.146 -1.155  0.08
H -3.151 1.008 -0.157  0.08
H -2.501 1.070 -3.987  0.09
H -3.216 2.693 -4.180  0.07
H -4.207 1.362 -3.555  0.08
H -3.166 3.710 -0.656  0.08
H -4.599 3.507 -1.783  0.10
H -2.987 4.231 -2.343  0.06


Record 2
# C28H31BrN3O4ReS3

A molecular structure, C28H31BrN3O4ReS3 at a distorted geometry (ωB97M-V/def2-TZVPD, the Open Molecules 2025 dataset).

Summary:
multiplicity: 2
energy above the lowest of the compared OMol25 structures with the same formula, charge and spin: 0.0 kcal/mol
Kohn-Sham gap (spin up / spin down): 6.0 / 6.9 eV
⟨S²⟩: 0.853
HOMO energy (spin up / spin down): -0.40302 / -0.40710 Ha
total energy: -5397.49649 hartree
total charge: +1

Last column: Mulliken spin population.
Atoms and positions in Å:
Re 0.055 0.399 0.482  1.18
C 0.772 -5.291 2.458  0.00
C -0.314 -4.364 1.923  0.00
N -0.154 -4.057 0.514  0.00
C -0.588 -5.075 -0.434  0.00
C -1.945 -4.755 -1.050  0.00
C 0.263 -2.892 0.051  0.00
S 1.021 -1.741 1.150  0.00
N 0.269 -2.674 -1.248  -0.01
C 0.162 -1.516 -1.861  0.01
O -0.291 -0.468 -1.297  0.00
C 0.497 -1.453 -3.288  0.00
C 0.825 -0.219 -3.853  0.00
C 1.189 -0.133 -5.182  0.00
C 1.204 -1.276 -5.966  0.00
C 0.869 -2.504 -5.414  0.00
C 0.532 -2.599 -4.079  0.00
H 0.559 -5.514 3.499  0.00
H 1.742 -4.808 2.398  0.00
H 0.811 -6.228 1.907  0.00
H -0.306 -3.430 2.488  0.00
H -1.296 -4.834 2.046  0.00
H -0.631 -6.027 0.095  0.00
H 0.161 -5.138 -1.226  0.00
H -2.730 -4.754 -0.299  0.00
H -2.187 -5.498 -1.804  0.00
H -1.917 -3.779 -1.522  0.00
H 0.813 0.670 -3.243  0.00
H 1.454 0.826 -5.607  0.00
H 1.482 -1.210 -7.006  0.00
H 0.859 -3.391 -6.028  0.00
H 0.273 -3.546 -3.637  0.00
S -1.827 -0.219 1.839  -0.18
C -1.290 -0.400 3.516  -0.02
C -2.281 -0.603 4.479  -0.02
C -1.940 -0.678 5.816  0.01
C -0.614 -0.566 6.213  -0.03
C 0.373 -0.405 5.256  0.01
C 0.044 -0.324 3.915  0.02
H -3.308 -0.703 4.165  0.00
H -2.710 -0.819 6.558  0.00
H -0.348 -0.607 7.259  0.00
H 1.410 -0.342 5.549  0.00
H 0.836 -0.203 3.189  -0.01
Br -0.132 5.569 -5.111  0.00
C 1.056 4.544 -4.046  0.00
C 2.425 4.561 -4.302  0.00
N 3.271 3.836 -3.601  0.00
C 2.832 3.082 -2.613  0.00
C 1.482 3.018 -2.265  0.01
C 0.571 3.756 -3.014  0.00
C 0.995 2.143 -1.169  0.02
O 1.743 1.269 -0.675  -0.01
O -0.190 2.261 -0.746  -0.01
H 2.842 5.166 -5.097  0.00
H 3.573 2.497 -2.088  0.00
H -0.487 3.691 -2.807  0.00
O 0.517 1.856 1.953  0.01
S -0.164 2.926 2.788  0.00
C -1.834 3.188 2.053  0.00
C -1.922 4.654 1.668  0.00
C -0.560 4.992 1.074  0.00
C 0.446 4.530 2.116  0.00
H -2.589 2.885 2.773  0.00
H -1.887 2.549 1.170  0.00
H -2.103 5.274 2.547  0.00
H -2.729 4.820 0.953  0.00
H -0.450 6.056 0.862  0.00
H -0.429 4.440 0.142  0.00
H 0.467 5.208 2.970  0.00
H 1.457 4.378 1.744  0.00


Record 3
# C28H31F8MgN2O2

A molecular structure, C28H31F8MgN2O2 at a distorted geometry (ωB97M-V/def2-TZVPD, the Open Molecules 2025 dataset).

Summary:
multiplicity: 1
energy above the lowest of the compared OMol25 structures with the same formula, charge and spin: 6.8 kcal/mol
Kohn-Sham gap: 6.4 eV
HOMO energy: -0.13315 Ha
total energy: -2344.76979 hartree
total charge: -1

Last column: Löwdin charge in e.
Atoms and positions in Å:
Mg 0.097 0.038 0.513  0.67
C 0.500 -0.667 2.710  -0.31
C 0.089 0.709 2.745  -0.31
C 1.255 1.496 2.615  -0.26
C 2.368 0.635 2.494  -0.24
C 1.904 -0.696 2.572  -0.26
C 2.719 -1.960 2.573  -0.06
C 3.774 1.086 2.204  -0.06
C 1.313 2.996 2.609  -0.05
C -1.240 1.176 3.279  -0.05
C -0.358 -1.854 3.072  -0.05
H 2.311 -2.708 1.882  0.06
H 2.733 -2.422 3.568  0.07
H 3.759 -1.775 2.288  0.06
H 4.415 0.243 1.931  0.06
H 4.240 1.587 3.061  0.06
H 3.801 1.789 1.362  0.07
H 1.184 3.422 1.605  0.06
H 2.278 3.346 2.982  0.07
H 0.539 3.428 3.249  0.06
H -2.045 0.490 3.010  0.05
H -1.513 2.168 2.902  0.06
H -1.224 1.243 4.374  0.08
H -0.060 -2.747 2.513  0.06
H -1.414 -1.677 2.850  0.06
H -0.285 -2.095 4.142  0.08
F 5.015 -1.444 -1.662  0.03
C 3.944 -0.611 -1.681  -0.28
C 2.928 -0.781 -0.769  -0.06
C 1.814 0.076 -0.764  -0.07
C 1.798 1.098 -1.745  -0.14
C 2.847 1.220 -2.647  -0.23
F 2.851 2.218 -3.575  0.03
C 3.939 0.384 -2.643  0.04
C 0.660 2.066 -1.718  -0.20
C 0.172 2.734 -2.844  -0.01
C -0.868 3.633 -2.699  -0.07
C -1.408 3.859 -1.440  -0.08
C -0.898 3.130 -0.383  -0.13
N 0.098 2.250 -0.509  0.10
H 3.005 -1.598 -0.055  0.10
H 4.751 0.507 -3.346  0.12
H 0.601 2.541 -3.816  0.11
H -1.263 4.152 -3.565  0.10
H -2.212 4.569 -1.285  0.10
H -1.297 3.249 0.623  0.11
C -1.666 -3.943 -2.791  -0.07
N -0.662 -3.144 -2.129  -0.17
C 0.018 -2.115 -2.903  -0.01
C -0.486 -3.204 -0.789  -0.31
O 0.245 -2.457 -0.160  0.00
H -1.229 -4.480 -3.637  0.08
H -2.485 -3.318 -3.160  0.08
H -2.077 -4.670 -2.090  0.09
H 0.353 -2.541 -3.852  0.09
H 0.873 -1.753 -2.340  0.07
H -0.648 -1.269 -3.104  0.09
H -1.070 -4.004 -0.313  0.13
C -3.850 1.024 0.212  0.02
C -3.012 -0.185 -0.242  -0.46
O -1.704 -0.104 0.059  -0.17
C -3.639 -1.445 0.421  -0.53
F -4.874 -1.723 -0.067  0.13
F -2.890 -2.550 0.268  0.14
F -3.778 -1.245 1.749  0.14
C -3.195 -0.311 -1.794  -0.51
F -4.454 -0.017 -2.201  0.13
F -2.907 -1.551 -2.268  0.11
F -2.375 0.545 -2.420  0.15
H -3.560 1.262 1.233  0.08
H -4.922 0.824 0.166  0.09
H -3.620 1.875 -0.429  0.08


Question: Which value of total energy does entry 3 give?
Answer: -2344.76979 hartree